[1]
Below is the ion C3H10N3 with charge +1, with properties calculated with the ωB97M-V functional and the def2-TZVPD basis.

## Properties
Energy relative to the best compared isomer or geometry (same formula, charge and spin) = 39.4 kcal per mole
Total charge = +1
Frontier orbital gap = 11.0 eV
HOMO level = -14.142 eV
E = -7736.5567 eV
SMILES string = CN(C)C(N)=[NH2+]

Last columns: bonded neighbours and bond lengths (Å).
Element x y z (Å)
1 C -1.146 0.808 -0.970  N2 1.465, H7 1.208, H8 1.078, H9 1.121
2 N 0.063 0.200 -0.410  C1 1.465, C3 1.479, C4 1.426
3 C 1.395 0.611 -0.903  N2 1.479, H10 1.018, H11 1.138, H12 1.087
4 C -0.075 -0.647 0.730  N2 1.426, N5 1.333, N6 1.344
5 N -1.317 -0.742 1.204  C4 1.333, H13 1.087, H14 1.057
6 N 0.990 -1.298 1.229  C4 1.344, H15 1.007, H16 1.003
7 H -1.622 1.683 -0.286  C1 1.208
8 H -0.913 1.237 -1.931  C1 1.078
9 H -1.935 0.107 -1.347  C1 1.121
10 H 2.188 0.068 -0.566  C3 1.018
11 H 1.547 0.747 -2.022  C3 1.138
12 H 1.584 1.626 -0.562  C3 1.087
13 H -1.924 0.138 1.010  N5 1.087
14 H -1.457 -1.499 1.930  N5 1.057
15 H 0.705 -2.115 1.744  N6 1.007
16 H 1.917 -0.925 1.151  N6 1.003



[2]
Below is a cluster of 2 separate species, C3H10N3O in total, with properties calculated with the ωB97M-V functional and the def2-TZVPD basis.

## Properties
Energy relative to the best compared isomer or geometry (same formula, charge and spin) = 27.9 kcal per mole
Total charge = -1
Frontier orbital gap = 7.1 eV
HOMO level = -2.743 eV
E = -9790.6066 eV

Last columns: bonded neighbours and bond lengths (Å).
Element x y z (Å)
1 N 0.624 1.959 -1.618  C2 1.501, H4 1.016, H5 1.014
2 C 0.350 2.198 -0.161  N1 1.501, O3 1.330, H6 1.129, H7 1.122
3 O 0.823 1.207 0.589  C2 1.330
4 H 0.555 2.815 -2.162  N1 1.016
5 H 1.587 1.646 -1.672  N1 1.014
6 H 0.781 3.197 0.135  C2 1.129
7 H -0.762 2.347 -0.127  C2 1.122
8 C -1.812 -0.945 1.038  N11 1.456, H12 1.095, H13 1.093, H14 1.087
9 N 1.164 -2.561 -0.208  C10 1.384, H15 1.007, H16 1.009
10 C 0.173 -1.658 0.132  N9 1.384, N11 1.265, H17 1.099
11 N -0.872 -2.018 0.745  C8 1.456, C10 1.265
12 H -1.457 0.029 0.686  C8 1.095
13 H -1.967 -0.905 2.120  C8 1.093
14 H -2.774 -1.158 0.578  C8 1.087
15 H 2.077 -2.140 -0.271  N9 1.007
16 H 1.157 -3.399 0.355  N9 1.009
17 H 0.350 -0.613 -0.160  C10 1.099



[3]
Below is the ion C3H10N3O with charge +1, with properties calculated with the ωB97M-V functional and the def2-TZVPD basis.

## Properties
Energy relative to the best compared isomer or geometry (same formula, charge and spin) = 71.6 kcal per mole
Total charge = +1
Frontier orbital gap = 10.8 eV
HOMO level = -14.153 eV
E = -9783.1939 eV
SMILES string = C[C@@]1([NH3+])OC1(N)N

Last columns: bonded neighbours and bond lengths (Å).
Element x y z (Å)
1 C 1.637 -1.075 0.059  C2 1.468, H8 1.090, H9 1.048, H10 1.097
2 C 0.559 -0.103 -0.165  C1 1.468, N3 1.549, O4 1.414, C5 1.465
3 N 0.937 1.220 0.546  C2 1.549, H11 0.978, H12 1.063, H13 1.054
4 O 0.031 -0.037 -1.474  C2 1.414, C5 1.571
5 C -0.904 -0.153 -0.218  C2 1.465, O4 1.571, N6 1.392, N7 1.446
6 N -1.778 -1.235 -0.163  C5 1.392, H14 1.050, H15 0.948
7 N -1.530 1.105 0.124  C5 1.446, H16 1.023, H17 0.989
8 H 2.499 -0.704 -0.495  C1 1.090
9 H 1.516 -2.048 -0.311  C1 1.048
10 H 1.883 -1.133 1.126  C1 1.097
11 H 1.528 0.931 1.270  N3 0.978
12 H 1.448 1.939 -0.048  N3 1.063
13 H 0.042 1.562 0.984  N3 1.054
14 H -2.669 -0.985 -0.659  N6 1.050
15 H -1.385 -2.060 -0.418  N6 0.948
16 H -2.517 0.916 0.315  N7 1.023
17 H -1.297 1.858 -0.473  N7 0.989



[4]
Below is a cluster of 2 separate species, C3H10N3O in total, with properties calculated with the ωB97M-V functional and the def2-TZVPD basis.

## Properties
Energy relative to the best compared isomer or geometry (same formula, charge and spin) = 67.3 kcal per mole
Total charge = +1
Frontier orbital gap = 11.2 eV
HOMO level = -14.587 eV
E = -9783.3822 eV

Last columns: bonded neighbours and bond lengths (Å).
Element x y z (Å)
1 C 1.778 -0.192 -0.533  C2 1.463, O7 1.381, H8 1.067, H9 1.094
2 C 1.001 -1.085 0.326  C1 1.463, C3 1.514, O7 1.421, H10 1.048
3 C -0.471 -1.046 0.678  C2 1.514, N4 1.315, N5 1.301
4 N -1.167 0.048 0.461  C3 1.315, H11 1.063, H12 1.136
5 N -0.979 -2.127 1.194  C3 1.301, H13 0.991, H14 1.037
6 N -0.547 2.399 -1.069  H15 1.037, H16 1.035, H17 1.048
7 O 1.921 -0.131 0.839  C1 1.381, C2 1.421
8 H 2.616 -0.547 -1.091  C1 1.067
9 H 1.417 0.784 -0.870  C1 1.094
10 H 1.466 -1.981 0.604  C2 1.048
11 H -2.111 0.069 0.949  N4 1.063
12 H -0.990 0.986 -0.156  N4 1.136
13 H -0.497 -2.960 1.428  N5 0.991
14 H -2.015 -2.082 1.185  N5 1.037
15 H 0.384 2.187 -1.474  N6 1.037
16 H -1.275 2.310 -1.799  N6 1.035
17 H -0.531 3.369 -0.673  N6 1.048



[5]
Below is the ion C3H10N3O2 with charge +1, with properties calculated with the ωB97M-V functional and the def2-TZVPD basis.

## Properties
Energy relative to the best compared isomer or geometry (same formula, charge and spin) = 176.1 kcal per mole
Total charge = +1
Frontier orbital gap = 10.3 eV
HOMO level = -13.997 eV
E = -11826.5987 eV
SMILES string = CNN/[N+](O)=C/OC

Last columns: bonded neighbours and bond lengths (Å).
Element x y z (Å)
1 C 2.315 -2.040 0.545  N2 1.445, H9 1.096, H10 1.138, H11 1.081
2 N 2.202 -0.641 0.199  C1 1.445, N3 1.265, H12 1.035
3 N 1.238 0.107 0.532  N2 1.265, N4 1.714, H13 1.023
4 N -0.255 -0.208 -0.249  N3 1.714, O5 1.391, C6 1.323
5 O -0.264 -0.053 -1.632  N4 1.391, H14 0.999
6 C -1.354 -0.525 0.417  N4 1.323, O7 1.302, H15 1.130
7 O -2.570 -0.412 -0.034  C6 1.302, C8 1.391
8 C -3.579 -0.812 0.835  O7 1.391, H16 1.072, H17 1.106, H18 1.153
9 H 2.408 -2.740 -0.292  C1 1.096
10 H 3.224 -2.280 1.185  C1 1.138
11 H 1.472 -2.402 1.117  C1 1.081
12 H 2.768 -0.295 -0.596  N2 1.035
13 H 0.864 -0.176 1.441  N3 1.023
14 H -0.639 0.863 -1.769  O5 0.999
15 H -1.129 -0.695 1.511  C6 1.130
16 H -3.571 -0.152 1.680  C8 1.072
17 H -3.423 -1.736 1.422  C8 1.106
18 H -4.648 -0.715 0.415  C8 1.153



[6]
Below is a cluster of 2 separate species, C3H10N3S in total, with properties calculated with the ωB97M-V functional and the def2-TZVPD basis.

## Properties
Energy relative to the best compared isomer or geometry (same formula, charge and spin) = 108.9 kcal per mole
Total charge = +1
Frontier orbital gap (alpha / beta) = 7.9 / 7.0 eV
HOMO level (alpha / beta) = -13.309 / -12.705 eV
E = -18568.1496 eV

Last columns: bonded neighbours and bond lengths (Å).
Element x y z (Å)
1 C 1.428 0.072 0.060  N4 1.326, N6 1.312
2 C -1.909 -0.138 -1.095  C3 1.502, H8 1.094, H9 0.987, H10 1.116
3 C -1.361 -0.837 0.116  C2 1.502, N5 1.430, H11 1.166, H12 1.136
4 N 2.236 0.603 0.968  C1 1.326, H13 1.006, H14 1.037
5 N -0.771 0.042 1.078  C3 1.430, S7 1.589
6 N 1.877 -0.278 -1.122  C1 1.312, H15 1.043, H16 1.085
7 S -1.337 1.510 1.306  N5 1.589, H17 1.407
8 H -1.037 0.140 -1.693  C2 1.094
9 H -2.618 -0.699 -1.491  C2 0.987
10 H -2.344 0.847 -0.798  C2 1.116
11 H -2.009 -1.478 0.843  C3 1.166
12 H -0.615 -1.637 -0.191  C3 1.136
13 H 1.792 0.548 1.868  N4 1.006
14 H 3.243 0.683 0.732  N4 1.037
15 H 2.879 -0.249 -1.409  N6 1.043
16 H 1.230 -0.944 -1.686  N6 1.085
17 H -0.683 1.815 2.513  S7 1.407



[7]
Below is a cluster of 2 separate species, C3H10N3S in total, with properties calculated with the ωB97M-V functional and the def2-TZVPD basis.

## Properties
Energy relative to the best compared isomer or geometry (same formula, charge and spin) = 86.0 kcal per mole
Total charge = +1
Frontier orbital gap = 6.8 eV
HOMO level = -12.309 eV
E = -18569.1424 eV

Last columns: bonded neighbours and bond lengths (Å).
Element x y z (Å)
1 C -1.222 0.002 0.062  N4 1.313, N5 1.309
2 C 2.111 -1.180 0.160  C3 1.464, H8 1.088, H9 1.097, H10 1.088
3 C 1.738 0.117 -0.409  C2 1.464, S7 1.671, H11 1.081
4 N -2.129 -0.924 0.272  C1 1.313, H12 1.006, H14 1.016
5 N -1.532 1.268 -0.046  C1 1.309, N6 1.418, H13 1.011
6 N -2.808 1.880 0.037  N5 1.418, H15 1.016, H16 1.016
7 S 2.033 1.599 0.304  C3 1.671, H17 1.349
8 H 2.113 -1.172 1.248  C2 1.088
9 H 3.126 -1.441 -0.166  C2 1.097
10 H 1.461 -1.970 -0.212  C2 1.088
11 H 1.340 0.168 -1.412  C3 1.081
12 H -1.850 -1.887 0.353  N4 1.006
13 H -0.804 1.946 -0.227  N5 1.011
14 H -3.126 -0.748 0.358  N4 1.016
15 H -3.291 1.622 0.893  N6 1.016
16 H -3.388 1.657 -0.767  N6 1.016
17 H 2.553 1.149 1.464  S7 1.349



[8]
Below is a cluster of 2 separate species, C3H10N3S in total, with properties calculated with the ωB97M-V functional and the def2-TZVPD basis.

## Properties
Energy relative to the best compared isomer or geometry (same formula, charge and spin) = 81.4 kcal per mole
Total charge = +1
Frontier orbital gap = 9.8 eV
HOMO level = -13.473 eV
E = -18569.3430 eV

Last columns: bonded neighbours and bond lengths (Å).
Element x y z (Å)
1 C 0.455 -0.630 -0.630  C3 1.481, N5 1.304, S7 1.685
2 C 2.232 -2.317 -0.386  C3 1.417, H8 0.998, H9 1.142, H10 1.092
3 C 1.615 -1.344 -1.211  C1 1.481, C2 1.417, S7 1.919, H11 1.084
4 N -2.205 1.404 0.725  N6 1.396, H13 1.141, H17 1.015
5 N 0.050 0.103 0.370  C1 1.304, H12 0.996, H14 1.211
6 N -1.881 2.736 0.457  N4 1.396, H15 1.000, H16 1.022
7 S -0.186 -1.674 -1.787  C1 1.685, C3 1.919
8 H 2.848 -2.917 -0.894  C2 0.998
9 H 2.878 -1.687 0.314  C2 1.142
10 H 1.469 -2.648 0.321  C2 1.092
11 H 2.208 -0.916 -2.012  C3 1.084
12 H 0.882 0.305 0.879  N5 0.996
13 H -2.620 1.393 1.788  N4 1.141
14 H -1.051 0.554 0.595  N5 1.211
15 H -2.603 3.414 0.319  N6 1.000
16 H -1.304 3.166 1.183  N6 1.022
17 H -2.787 1.056 -0.031  N4 1.015